ORCA calculation (ωB97M-V with the def2-TZVPD basis set) on a cluster of 6 separate species, C10H31O6S5 in total at a distorted geometry.

As for the LUMO energy: 2.099 eV. The energy above the lowest of the compared OMol25 structures with the same formula, charge and spin comes out at 0.351 eV. The HOMO energy comes out at -4.3 eV. The total charge is -1. For the electronic energy, the calculation gives -77323.358 eV.

Geometry as XYZ:
```
52
Properties=species:S:1:pos:R:3:forces:R:3
O -4.72312 18.54001 27.80803 4.59 1.15 -4.51
H -5.35786 18.37043 28.37915 -4.77 -1.25 4.33
C -8.48585 19.15667 25.90843 0.19 1.49 -0.17
S -7.49194 20.48993 26.75549 -1.02 0.51 -0.82
O -8.12708 21.81414 26.35652 0.44 -1.09 0.37
C -8.13561 20.09392 28.39301 -2.83 0.55 0.12
H -8.36196 19.21463 24.84713 0.78 0.41 -0.74
H -9.55573 19.32394 25.97602 -0.18 -0.18 0.94
H -8.07319 18.22351 26.19255 0.00 -1.05 0.67
H -7.83972 19.11117 28.67170 0.45 -0.90 0.05
H -9.31461 20.08906 28.29917 2.27 0.19 0.25
H -7.84429 20.77234 29.21192 0.10 0.05 -0.79
C -7.69845 16.23690 28.86420 2.74 0.49 -8.92
S -7.95274 14.74879 27.92296 2.28 -2.44 1.63
O -7.14639 13.65221 28.69361 -1.66 1.77 -1.55
C -9.73875 14.37192 28.15232 1.44 -2.54 1.90
H -8.54132 16.78723 28.68113 -1.57 2.61 -1.58
H -6.69568 16.66735 28.93720 -0.13 0.13 -1.50
H -7.86707 16.11307 29.73052 -2.13 -3.06 12.04
H -10.05585 13.99790 29.21079 0.87 0.92 -1.76
H -9.79604 13.49583 27.46186 -0.46 0.87 0.42
H -10.24346 15.22949 27.84984 -1.31 1.24 -0.72
C -3.12806 20.84001 26.63416 2.00 -0.23 -1.38
S -4.40784 21.86190 27.19022 0.09 2.05 2.59
O -3.78373 22.97869 28.07128 -0.60 -1.56 -0.59
C -4.79565 22.81801 25.75311 4.41 -0.56 -2.76
H -2.93347 20.04021 27.39190 0.05 0.98 -0.24
H -2.19098 21.52818 26.26885 -2.22 -1.90 0.86
H -3.63123 20.23505 25.84549 0.65 0.43 0.08
H -4.54938 22.18722 24.78218 -1.37 1.01 1.80
H -3.81850 23.55534 25.69579 -3.00 -1.03 0.43
H -5.80722 23.14986 25.89866 -0.17 0.68 -0.48
C -3.84341 21.22625 31.34671 -0.01 0.86 -2.05
S -3.51451 19.69039 30.45925 -0.09 -2.13 2.40
O -2.44026 18.97958 31.30371 -0.86 1.10 -1.27
C -5.07187 18.89778 31.15202 12.32 -9.58 0.39
H -3.61441 21.13285 32.38614 -0.48 -0.37 0.80
H -4.87551 21.62516 31.02606 1.80 -0.31 0.68
H -2.99537 21.79496 30.92298 -0.81 0.60 0.17
H -5.24015 17.94062 30.65644 0.15 0.10 0.14
H -5.71559 19.45383 31.05761 -12.27 10.26 -2.16
H -4.85284 18.79962 32.18947 0.40 -0.41 0.79
C -3.94155 15.16869 28.18693 -4.50 9.05 6.61
S -2.70027 16.32291 28.92396 -0.11 -1.78 0.13
O -1.85520 15.42770 29.78335 0.19 0.33 -0.01
C -1.78071 16.42608 27.36967 -4.54 -2.31 -1.09
H -3.73730 14.55143 27.55374 3.56 -6.76 -7.44
H -4.64678 15.95165 27.72428 0.68 -1.09 0.47
H -4.50148 14.61282 28.92939 -0.01 0.38 0.71
H -2.23079 17.09782 26.65777 -0.24 0.31 -0.11
H -1.87471 15.37156 27.02764 0.24 0.77 -0.25
H -0.81996 16.57088 27.51221 4.64 1.25 1.10
```
Positions in Å, forces in eV/Å.



ORCA calculation (ωB97M-V with the def2-TZVPD basis set) on a cluster of 7 separate species, C10H32IN8O6 in total at a distorted geometry.

As for the LUMO energy: 2.214 eV. The energy above the lowest of the compared OMol25 structures with the same formula, charge and spin comes out at 3.560 eV. The HOMO energy comes out at -4.4 eV. The total charge is -1. For the electronic energy, the calculation gives -43199.752 eV.

Geometry as XYZ:
```
57
Properties=species:S:1:pos:R:3:forces:R:3
I -1.92264 -0.96107 -0.50010 0.14 -0.08 -0.13
C 1.55213 4.91963 0.17196 0.89 1.35 -0.15
C 0.89055 5.40043 -1.11674 0.97 0.78 0.07
C 1.74879 6.38464 -2.04730 -0.68 -0.80 0.96
O 0.60369 4.27396 -1.90023 -0.14 -0.07 -1.27
H 2.44914 4.37092 -0.11510 -0.25 -0.62 0.23
H 0.88093 4.42770 0.87594 0.02 -0.47 -0.42
H 1.95835 5.75946 0.73566 -0.11 0.34 0.05
H -0.00893 5.96023 -0.86050 -0.35 -0.02 -0.04
H 1.97050 7.36638 -1.62883 -0.34 -0.06 0.56
H 1.13511 6.58175 -2.92630 0.23 -0.26 -0.19
H 2.72919 5.98369 -2.30448 -0.21 -0.41 -0.22
H 0.27860 3.51455 -1.41113 -0.07 0.17 0.40
C -2.91689 3.20373 6.55837 1.09 0.25 -1.27
C -2.15733 2.94892 5.21052 -0.81 -0.05 1.30
C -1.08284 1.95570 5.32186 2.67 -0.56 1.28
O -3.06617 2.33366 4.37471 -1.90 -0.17 -1.43
H -3.37480 2.26065 6.85674 -0.10 0.14 0.01
H -3.65362 3.98869 6.38757 -0.17 -0.18 0.18
H -2.20915 3.53213 7.31952 -0.06 0.02 0.08
H -1.80372 3.84706 4.70415 0.17 0.54 0.51
H -0.34628 2.21539 6.08222 0.16 0.23 0.23
H -0.47328 1.88240 4.42121 -0.25 -0.09 -0.33
H -1.40479 0.95398 5.60648 -0.44 0.10 -0.19
H -2.54401 2.00959 3.63719 -0.36 -0.27 -0.39
C -5.50262 -1.79482 -6.01143 2.52 -1.49 1.71
O -6.00714 -1.67571 -7.06061 -2.70 -0.47 -4.28
N -5.19042 -0.76937 -5.27173 0.24 3.07 2.14
N -4.96384 -2.91515 -5.45849 -0.32 -1.29 -0.25
H -4.52503 -0.92128 -4.52722 -0.23 1.02 -0.06
H -5.47589 0.12239 -5.65038 0.44 -0.01 0.58
H -4.60551 -2.81481 -4.51954 -0.02 -0.91 -0.35
H -5.00776 -3.76966 -5.99513 0.12 0.11 0.61
C 2.37847 -2.97778 4.07539 -3.94 0.34 1.66
O 1.48699 -3.00814 4.89100 -1.72 0.83 1.32
N 2.30471 -2.39961 2.90836 -0.17 1.99 -3.30
N 3.44616 -3.64107 4.27169 6.07 -3.18 0.06
H 3.15008 -2.27468 2.36999 -0.38 0.20 -0.02
H 1.50300 -1.83060 2.67686 0.12 -0.21 0.06
H 3.89398 -3.95653 3.42313 0.47 -0.16 0.49
H 3.63699 -4.15342 5.12091 -0.51 0.19 -0.31
C 4.19059 -1.02477 -3.23001 0.70 -2.53 2.28
O 4.68948 -1.64343 -2.30536 1.83 -0.55 0.72
N 2.98093 -0.67617 -3.15361 -6.19 2.48 -0.02
N 4.74549 -0.82454 -4.38537 3.57 0.38 -2.35
H 2.38274 -1.04063 -2.42599 0.10 0.42 -0.12
H 2.63886 -0.03629 -3.85621 -0.61 -0.26 0.45
H 5.69506 -1.14189 -4.25231 0.25 0.27 -1.34
H 4.32454 -0.51795 -5.25077 0.27 -0.21 0.46
C 0.02058 -6.68401 -1.26160 -0.75 -1.09 -0.18
O 0.29042 -7.85507 -1.29401 0.75 -1.91 0.06
N -1.10164 -6.21451 -1.84838 -1.96 0.77 -0.99
N 0.73656 -5.74147 -0.68847 1.06 2.53 0.85
H -1.76240 -6.89165 -2.20190 0.44 -0.06 0.15
H -1.54498 -5.36192 -1.53753 0.24 0.02 0.03
H 0.40614 -4.81001 -0.89658 0.55 0.15 0.52
H 1.55320 -5.86987 -0.10820 -0.38 -0.27 -0.41
```
Positions in Å, forces in eV/Å.



ORCA calculation (ωB97M-V with the def2-TZVPD basis set) on a cluster of 6 separate species, C10H32O6 in total.

As for the LUMO energy: 0.358 eV. The energy above the lowest of the compared OMol25 structures with the same formula, charge and spin comes out at 0.099 eV. The HOMO energy comes out at -9.4 eV. The total charge is 0. For the electronic energy, the calculation gives -23173.257 eV.

Geometry as XYZ:
```
48
Properties=species:S:1:pos:R:3:forces:R:3
C 1.39508 1.69971 -3.47617 0.38 0.39 -0.01
C 1.02183 0.25865 -3.31004 -0.30 0.02 -0.07
O 1.51940 -0.46886 -4.43257 0.11 -0.09 0.10
H 1.07606 2.06463 -4.45317 -0.09 0.03 0.03
H 2.47855 1.84226 -3.41181 -0.07 -0.06 -0.02
H 0.92205 2.29157 -2.69152 -0.05 0.04 -0.05
H -0.07174 0.19103 -3.26346 0.07 -0.18 0.08
H 1.42753 -0.12548 -2.36958 -0.03 -0.13 -0.02
H 1.37360 -1.40512 -4.27238 -0.03 0.00 -0.04
C 3.01281 1.38035 0.13979 0.21 0.44 -0.22
C 2.59617 0.56164 1.33212 -0.05 -0.25 -0.21
O 1.98072 -0.67973 0.92150 0.20 0.20 0.31
H 2.14751 1.68910 -0.44849 -0.01 -0.12 -0.04
H 3.71037 0.84050 -0.50350 -0.07 -0.08 0.00
H 3.52226 2.29565 0.45819 -0.06 -0.08 0.07
H 1.84572 1.10370 1.90487 -0.01 -0.10 0.14
H 3.45076 0.33337 1.97110 -0.05 0.08 0.13
H 2.67943 -1.32601 0.78553 -0.05 -0.01 -0.15
C 0.02912 -3.59970 0.84244 0.23 -0.22 -0.16
C -1.42251 -3.53868 1.23452 0.02 0.04 0.18
O -2.08494 -2.57636 0.40144 0.09 0.00 0.07
H 0.51885 -4.39616 1.40819 0.03 0.09 0.05
H 0.53511 -2.65572 1.04553 0.00 -0.03 0.00
H 0.14763 -3.84463 -0.21507 -0.06 0.08 -0.01
H -1.49032 -3.24050 2.28511 -0.15 -0.06 -0.08
H -1.87850 -4.52420 1.10657 -0.12 0.04 0.00
H -2.91367 -2.32598 0.81984 -0.04 -0.02 -0.02
C -2.37497 3.91040 -2.17959 -0.34 0.08 0.06
C -2.22667 2.45356 -1.79232 -0.02 0.02 -0.17
O -1.07027 2.32163 -0.99423 -0.03 0.15 0.11
H -2.69895 4.51706 -1.33038 0.15 -0.07 0.04
H -3.13794 4.02416 -2.95267 0.08 -0.01 -0.06
H -1.43032 4.31084 -2.54457 0.02 -0.05 -0.07
H -2.15084 1.82939 -2.69688 0.06 0.08 0.07
H -3.12134 2.11600 -1.25132 0.04 0.03 0.00
H -1.00593 1.40204 -0.69345 0.12 -0.17 0.02
C -1.34334 -0.01402 3.24852 -0.03 0.07 -0.75
C -0.31378 -0.96560 3.77974 0.19 -0.84 0.30
O -1.02293 -2.10240 4.31769 0.04 0.20 0.06
H -2.13777 0.15075 3.97221 0.09 0.15 0.13
H -1.79280 -0.41874 2.33657 -0.05 -0.10 0.15
H -0.89345 0.92641 2.92537 -0.01 0.07 0.26
H 0.31788 -0.52664 4.55941 -0.17 0.16 0.03
H 0.36133 -1.34152 3.00328 -0.04 0.33 -0.17
H -0.38767 -2.67973 4.75056 0.00 0.00 0.00
O -0.50794 -0.28855 -0.30077 -0.02 0.00 0.01
H 0.39469 -0.39262 0.03477 0.03 -0.06 0.01
H -0.98588 -1.07746 -0.00089 -0.18 -0.02 -0.10
```
Positions in Å, forces in eV/Å.



ORCA calculation (ωB97M-V with the def2-TZVPD basis set) on a cluster of 8 separate species, C10H33F3N12O9 in total at a distorted geometry.

As for the LUMO energy: 0.326 eV. The energy above the lowest of the compared OMol25 structures with the same formula, charge and spin comes out at 2.978 eV. The HOMO energy comes out at -7.7 eV. The total charge is 0. For the electronic energy, the calculation gives -55370.238 eV.

Geometry as XYZ:
```
67
Properties=species:S:1:pos:R:3:forces:R:3
O -0.96903 -0.29419 0.19228 -0.34 -0.19 0.07
H -0.19097 0.11799 -0.28031 0.84 1.02 -0.47
H -1.77656 0.12993 -0.18860 -0.41 -0.01 -0.40
H -1.06107 -1.27636 0.05529 -0.08 -0.36 -0.05
C 1.53087 1.32434 -1.83114 -3.23 -0.23 1.40
O 1.43793 -0.15580 -1.92893 0.96 -0.70 -0.52
O 0.65555 1.65405 -0.86989 0.94 0.49 0.07
C 2.96248 1.96243 -1.73124 -0.29 -2.84 -1.25
F 3.75610 1.37128 -0.79588 0.01 1.61 -2.37
F 3.59991 1.57689 -2.87261 0.05 1.17 -0.44
F 2.97814 3.28420 -1.57726 0.17 -0.43 -0.06
C 2.36829 -0.94339 -1.20777 1.86 0.51 0.08
C 2.11917 -2.43549 -1.26716 -1.55 -0.31 -0.02
H 1.19732 -2.57630 -0.69023 -0.31 -0.37 -0.45
H 1.99954 -2.81694 -2.28258 -0.31 0.30 -0.07
H 2.78193 -3.17172 -0.80883 0.74 0.83 0.29
H 2.38442 -0.61711 -0.16090 -0.21 -0.31 -0.22
H 3.35791 -0.70787 -1.61057 0.17 -0.31 -0.01
H 1.11570 1.58326 -2.81590 0.65 0.29 -0.44
C 1.49283 -2.68173 3.37707 0.27 -1.36 0.51
O 1.16995 -3.44817 4.28637 0.58 0.65 -0.46
N 2.76796 -2.48087 2.93480 0.87 -0.35 0.55
N 0.58891 -2.06497 2.60207 -1.15 0.27 -0.45
H 3.52244 -2.85670 3.48337 -0.12 -0.01 0.01
H 3.00178 -1.78165 2.25618 -0.19 0.12 0.00
H -0.33157 -2.06272 3.01783 0.04 0.59 -0.16
H 0.91052 -1.33711 1.97173 -0.49 0.28 0.22
C -1.65008 -3.98786 0.28553 2.00 -0.78 -0.97
O -1.64453 -2.80786 -0.09575 -0.71 -0.26 0.26
N -0.84566 -4.43282 1.27794 -0.61 1.42 0.16
N -2.19750 -5.00011 -0.43138 -1.01 0.55 -0.50
H -0.47340 -3.64358 1.79453 0.49 -0.68 0.53
H -0.89452 -5.37561 1.60852 0.14 0.06 0.37
H -2.46269 -4.79187 -1.37951 -0.15 -0.13 0.12
H -2.07016 -5.95063 -0.14747 0.03 -0.10 -0.13
C -4.16733 0.57522 -1.78448 -0.12 -1.80 -1.30
O -3.06587 0.60420 -1.22436 0.14 0.51 0.61
N -4.44818 1.36479 -2.82576 0.98 1.29 0.25
N -5.03428 -0.44982 -1.56633 -0.38 -0.37 0.92
H -3.60886 1.84410 -3.18498 -0.65 0.06 -0.52
H -5.31432 1.45423 -3.31872 -0.10 -0.31 0.10
H -4.73067 -1.21841 -0.99392 0.06 0.24 0.19
H -5.90468 -0.57928 -2.04640 0.10 0.25 -0.21
C -1.53093 3.07477 -3.61506 -1.45 1.17 0.41
O -2.28998 2.39690 -4.33953 1.39 0.59 0.44
N -0.67480 4.05992 -4.03570 -0.55 -0.87 -1.46
N -1.67982 3.14046 -2.28472 -0.57 -0.69 0.97
H -0.76339 4.25787 -5.01885 0.68 0.17 0.11
H 0.04845 4.41031 -3.44094 0.15 0.10 -0.18
H -1.19712 3.79371 -1.70012 0.32 -0.07 -0.12
H -2.26584 2.47619 -1.80697 0.28 -0.35 0.03
C -1.14903 1.69310 3.68063 -0.29 0.06 -0.45
O -2.14936 2.17228 4.21023 0.91 -0.31 -0.31
N -0.14339 1.05443 4.38281 -0.97 0.50 1.56
N -0.85370 1.70388 2.36075 -0.07 0.27 -0.69
H -0.14302 1.46559 5.30760 0.51 -0.63 0.10
H 0.72165 0.76160 3.97018 0.12 0.23 -0.17
H -0.02724 1.18133 2.04213 -0.65 0.10 -0.22
H -1.50509 2.03927 1.67059 -0.14 -0.07 0.27
C 2.26371 1.27982 1.48163 -1.68 0.34 -0.21
O 1.34923 0.42318 1.40649 1.48 -0.09 1.18
N 1.98009 2.57696 1.75842 0.52 -0.06 0.28
N 3.55508 1.03742 1.24197 -0.42 -0.56 3.49
H 2.72783 3.24059 1.67976 -0.21 0.26 0.15
H 1.03581 2.89724 1.89807 -0.01 -0.16 -0.24
H 4.06556 1.86169 0.98312 0.59 -0.74 0.15
H 3.76758 0.10153 0.94282 0.42 0.48 -0.30
```
Positions in Å, forces in eV/Å.